Entry 1:
Density functional theory data (wB97M-V/def2-TZVPD) for a molecular structure, C9H18CsFNO2P.

For the HOMO-LUMO gap, the calculation gives 0.150 Ha. The calculation puts the HOMO energy at -5.13 eV.

The geometry in ORCA input format:
```
! RIJCOSX wB97M-V def2-TZVPD def2/J DEFGRID3
* xyz 0 1
H -0.418 1.628 1.330
C 0.280 0.823 1.492
C -0.480 -1.910 3.024
H 0.393 -1.392 3.394
C 1.611 2.216 -0.220
H 2.591 2.653 -0.355
H 0.402 0.769 2.566
H -2.655 -0.077 0.241
O -2.727 -2.695 2.056
O 2.737 -0.333 -1.980
H -1.065 -2.189 3.876
H -0.138 -2.784 2.482
H 0.511 -0.685 -4.349
Cs -1.582 -0.047 -4.788
C -0.301 -0.522 1.074
H 1.822 0.543 -4.416
H -3.059 -1.668 -0.363
F -0.451 2.010 -1.433
C 0.893 0.268 -3.930
C 1.655 1.166 0.906
C 0.995 1.856 -1.562
H 2.216 1.617 1.722
H 2.219 0.282 0.646
H 0.521 -1.220 0.995
H -4.128 -0.840 0.782
H 0.999 3.021 0.164
H -0.792 -0.414 0.126
P 1.152 0.148 -2.075
N -1.230 -1.018 2.139
H 0.205 1.127 -4.107
C -3.106 -1.027 0.500
H 3.262 0.363 -1.555
C -2.334 -1.668 1.617
*
```



Entry 2:
Density functional theory data (wB97M-V/def2-TZVPD) for a molecular structure, C9H18CuNO11.

As for the energy above the lowest of the compared OMol25 structures with the same formula, charge and spin: 0.0000 eV. For the HOMO-LUMO gap, the calculation gives 0.231 Ha. The calculation puts the HOMO energy at -1.46 eV.

The geometry in ORCA input format:
```
! RIJCOSX wB97M-V def2-TZVPD def2/J DEFGRID3
* xyz -2 1
C 2.792 -1.911 1.541
H -3.445 -0.383 1.619
H 1.202 4.659 -0.178
C 0.789 1.256 2.013
H -3.774 -0.299 -1.255
H -3.131 -1.922 -1.621
O -1.650 -3.622 -2.454
H 1.098 0.402 2.614
H -0.597 1.684 0.549
C -2.604 -0.041 1.000
O -0.246 0.906 -2.161
C 1.973 1.808 1.218
H 2.822 1.619 1.885
C 1.340 3.578 -0.212
O 1.256 1.718 -3.616
C -0.280 -3.671 -2.213
H -4.257 -1.703 -0.254
H 0.364 3.103 -0.291
H 0.514 2.290 -3.362
C 0.766 0.607 -2.875
O 0.407 -4.293 -3.045
O 1.369 -0.444 -2.939
O 1.982 3.218 1.006
O 3.300 -3.052 1.610
C -3.436 -1.250 -0.824
H -1.664 1.002 2.695
O 2.671 -1.214 2.757
H 3.147 -1.788 3.368
O -2.339 -1.009 0.011
H 2.199 1.230 0.318
H -2.848 0.898 0.478
H -1.748 -3.967 -3.348
H 1.945 3.268 -1.067
H 0.576 2.060 2.747
H -1.034 -0.653 2.331
C -1.421 0.275 1.907
O 2.304 -1.359 0.532
N -0.327 0.921 1.150
Cu -0.133 -0.823 -0.454
O 0.118 -3.096 -1.182
*
```



Entry 3:
Density functional theory data (wB97M-V/def2-TZVPD) for a gas-phase ion, C9H18F2N3 (charge +1).

As for the energy above the lowest of the compared OMol25 structures with the same formula, charge and spin: 3.9982 eV. For the HOMO-LUMO gap (alpha / beta), the calculation gives 0.248 / 0.333 Ha. The calculation puts the HOMO energy (alpha / beta) at -11.26 / -13.31 eV.

The geometry in ORCA input format:
```
! RIJCOSX wB97M-V def2-TZVPD def2/J DEFGRID3
* xyz 1 1
H -0.423 -1.072 1.992
N 1.172 -0.936 -0.551
H -1.231 4.076 -0.090
H -2.033 -4.223 -0.602
C -1.686 3.191 0.391
H -1.168 3.148 1.400
C 3.703 0.547 -0.713
C -1.021 0.829 0.101
C -1.719 -3.153 -0.608
H 0.602 2.006 0.275
H -2.996 1.404 -0.104
H -2.694 -2.619 -0.798
N 0.257 1.036 0.489
C -1.973 1.853 -0.336
F 1.584 -2.129 -0.088
N -1.369 -0.458 0.124
H 3.574 -0.449 -1.142
H -1.937 -0.955 -0.605
H 2.391 1.916 0.259
H -1.132 -2.951 -1.498
H -1.690 -2.983 1.566
H 1.777 1.256 -1.298
C -1.046 -2.806 0.739
F 1.891 -0.112 1.537
H -0.066 -3.391 0.901
H -1.929 2.085 -1.433
C 2.343 1.200 -0.437
H 4.409 0.380 0.143
C -0.850 -1.411 0.952
H 4.411 1.012 -1.440
H -2.645 3.545 0.583
C 1.494 0.163 0.290
*
```